1.
ORCA calculation (ωB97M-V/def2-TZVPD) on the molecule C3H10N2S at a distorted geometry.

CARTESIAN COORDINATES (ANGSTROEM)
1 N -0.761 0.757 2.624
2 C -1.253 0.439 1.289
3 C -0.027 0.176 0.347
4 N 0.688 1.484 0.137
5 C -0.482 -0.651 -0.815
6 S 0.919 -1.158 -1.935
7 H -1.464 0.904 3.339
8 H -0.121 0.087 3.053
9 H -1.780 -0.513 1.194
10 H -1.783 1.321 0.884
11 H 0.834 -0.333 0.872
12 H 1.479 1.398 0.819
13 H 0.105 2.221 0.540
14 H -0.895 -1.586 -0.458
15 H -1.182 -0.070 -1.406
16 H 1.664 -0.057 -1.425

Forces on atoms 1 to 2 (eV/Å):
0.1 0.2 0.7
1.8 -0.9 -0.2

The calculation puts the maximum force at 2.8 eV/Å. As for the LUMO energy: 0.03479 hartree. The value obtained for the relative energy (zero: lowest compared OMol25 entry of this formula, charge and spin) is 81.7 kJ/mol. As for the HOMO energy: -8.84 eV. Its SMILES is NC[C@H](N)CS. The gap between HOMO and LUMO is 9.8 eV.

Computed Mulliken charges, given in elementary charges: -0.5051, -0.7340, -0.1580, -0.6682, -0.7391, -0.2999, 0.2108, 0.1986, 0.3615, 0.3680, 0.4770, 0.2929, 0.3164, 0.3626, 0.3269, 0.1896

***

2.
ORCA calculation (ωB97M-V/def2-TZVPD) on the molecule C3H10N2S2 at a distorted geometry.

CARTESIAN COORDINATES (ANGSTROEM)
1 N 2.599 -0.529 -0.132
2 C 1.409 0.108 0.382
3 C 0.066 -0.382 -0.167
4 N -0.175 -1.829 0.085
5 C -1.083 0.412 0.452
6 S -2.406 0.720 -0.798
7 S -3.087 2.588 -0.095
8 H 2.508 -1.546 -0.058
9 H 2.670 -0.344 -1.126
10 H 1.446 1.180 0.117
11 H 1.324 0.172 1.464
12 H 0.032 -0.267 -1.252
13 H 0.266 -2.427 -0.611
14 H 0.220 -2.092 0.982
15 H -0.743 1.364 0.851
16 H -1.627 -0.122 1.230
17 H -3.418 2.993 -1.322

Forces on atoms 1 to 2 (eV/Å):
-0.1 -0.7 0.2
-0.7 1.5 -0.7

The calculation puts the maximum force at 1.8 eV/Å. As for the LUMO energy: 0.01955 hartree. The value obtained for the relative energy (zero: lowest compared OMol25 entry of this formula, charge and spin) is 44.6 kJ/mol. As for the HOMO energy: -8.22 eV. Its SMILES is NC[C@@H](N)CSS. The gap between HOMO and LUMO is 8.8 eV.

Computed Mulliken charges, given in elementary charges: -0.5847, -1.1218, 0.2050, -0.6363, -0.8728, -0.0988, -0.2049, 0.2846, 0.2908, 0.3760, 0.4195, 0.4270, 0.2589, 0.2538, 0.4538, 0.4019, 0.1478

***

3.
ORCA calculation (ωB97M-V/def2-TZVPD) on a cluster of 2 separate species, C3H10N3 in total at a distorted geometry.

CARTESIAN COORDINATES (ANGSTROEM)
1 C 0.823 0.719 0.716
2 C 0.777 -1.922 -0.715
3 C -1.587 0.675 1.373
4 N 1.963 0.779 1.091
5 N -0.398 1.117 0.527
6 N -0.836 1.919 -0.518
7 H 0.965 -0.982 -1.318
8 H 1.089 -1.879 0.304
9 H 1.225 -2.800 -1.216
10 H -2.343 0.246 0.724
11 H -1.167 0.056 2.055
12 H -1.906 1.614 1.816
13 H 2.888 0.282 1.046
14 H -0.271 -2.046 -0.791
15 H -0.836 1.291 -1.333
16 H -0.131 2.632 -0.662

Forces on atoms 1 to 2 (eV/Å):
1.4 1.5 0.9
0.6 0.5 -1.9

The calculation puts the maximum force at 3.3 eV/Å. As for the LUMO energy: -0.16321 hartree. The value obtained for the relative energy (zero: lowest compared OMol25 entry of this formula, charge and spin) is 432.7 kJ/mol. As for the HOMO energy: -15.49 eV. The gap between HOMO and LUMO is 11.1 eV. The total charge is +1.

Computed Mulliken charges, given in elementary charges: 0.3192, -0.9442, -0.7989, -0.2085, 0.2844, -0.6287, 0.1776, 0.2014, 0.2958, 0.2810, 0.4100, 0.3469, 0.3657, 0.2989, 0.3146, 0.2847

***

4.
ORCA calculation (ωB97M-V/def2-TZVPD) on a cluster of 4 separate species, C3H10N3 in total at a distorted geometry.

CARTESIAN COORDINATES (ANGSTROEM)
1 C -3.546 1.038 0.517
2 C 2.495 -0.295 0.404
3 C 0.164 0.045 0.365
4 N -2.575 0.457 0.481
5 N -4.741 1.422 0.502
6 N 1.153 -0.726 0.580
7 H 4.340 -1.685 -3.059
8 H 2.541 0.772 0.479
9 H 3.173 -0.600 1.166
10 H 2.853 -0.737 -0.594
11 H 4.151 -2.227 -3.724
12 H -0.937 -0.276 0.651
13 H 0.410 1.034 -0.175
14 H -5.030 1.680 1.498
15 H -5.481 1.690 -0.176
16 H 1.029 -1.592 1.085

Forces on atoms 1 to 2 (eV/Å):
0.0 -0.9 -1.6
1.8 -0.5 -2.4

The calculation puts the maximum force at 6.9 eV/Å. As for the LUMO energy: -0.15819 hartree. The value obtained for the relative energy (zero: lowest compared OMol25 entry of this formula, charge and spin) is 442.7 kJ/mol. As for the HOMO energy: -13.51 eV. The gap between HOMO and LUMO is 9.2 eV. The total charge is +1.

Computed Mulliken charges, given in elementary charges: 0.1446, -0.8748, -0.0008, -0.3304, -0.4271, 0.0082, -0.1243, 0.3375, 0.3434, 0.3199, 0.1273, 0.3599, 0.2782, 0.2707, 0.2649, 0.3031

***

5.
ORCA calculation (ωB97M-V/def2-TZVPD) on a cluster of 2 separate species, C3H10N3 in total at a distorted geometry.

CARTESIAN COORDINATES (ANGSTROEM)
1 C -0.370 0.560 -0.380
2 C -1.408 0.531 -2.244
3 C 1.451 -1.261 1.292
4 N -0.562 -0.458 0.436
5 N 0.452 1.610 -0.157
6 N 0.214 -0.491 1.613
7 H -0.550 0.016 -2.671
8 H -1.524 1.544 -2.390
9 H -2.251 -0.030 -2.000
10 H 1.340 -1.707 0.329
11 H 2.308 -0.443 1.192
12 H 1.651 -1.900 2.186
13 H -1.364 -1.152 0.348
14 H 0.365 2.369 -0.693
15 H 0.643 1.581 0.794
16 H -0.395 -0.769 2.345

Forces on atoms 1 to 2 (eV/Å):
-2.5 0.7 -3.8
4.1 -1.4 4.1

The calculation puts the maximum force at 6.7 eV/Å. As for the LUMO energy: -0.12939 hartree. The value obtained for the relative energy (zero: lowest compared OMol25 entry of this formula, charge and spin) is 455.5 kJ/mol. As for the HOMO energy: -14.18 eV. The gap between HOMO and LUMO is 10.7 eV. The total charge is +1.

Computed Mulliken charges, given in elementary charges: 0.2693, -0.8002, -0.7169, -0.0348, -0.2753, -0.4223, 0.3802, 0.3727, 0.3386, 0.3090, 0.2192, 0.3587, 0.2359, 0.2296, 0.2698, 0.2667

***

6.
ORCA calculation (ωB97M-V/def2-TZVPD) on a cluster of 2 separate species, C3H10N3 in total at a distorted geometry.

CARTESIAN COORDINATES (ANGSTROEM)
1 C 0.253 -3.331 0.529
2 N 0.217 -2.222 -0.111
3 H 0.518 -3.321 1.583
4 H 0.193 -4.285 0.019
5 H -0.225 -2.442 -1.006
6 H 0.496 -1.017 0.586
7 C -0.742 2.604 -1.095
8 N -0.145 1.338 -0.648
9 C 0.224 1.165 0.600
10 N 0.510 0.031 1.163
11 H -1.360 2.452 -1.972
12 H -1.336 3.010 -0.284
13 H 0.065 3.302 -1.351
14 H 0.245 0.730 -1.354
15 H 0.114 2.019 1.285
16 H 0.972 -0.032 2.056

Forces on atoms 1 to 2 (eV/Å):
1.1 0.8 0.0
-1.1 -2.0 0.3

The calculation puts the maximum force at 2.5 eV/Å. As for the LUMO energy: -0.12038 hartree. The value obtained for the relative energy (zero: lowest compared OMol25 entry of this formula, charge and spin) is 178.0 kJ/mol. As for the HOMO energy: -14.20 eV. The gap between HOMO and LUMO is 10.9 eV. The total charge is +1.

Computed Mulliken charges, given in elementary charges: -0.2042, -0.4120, 0.2242, 0.2592, 0.2153, 0.4235, -0.7953, -0.1965, 0.0763, -0.3482, 0.2976, 0.3167, 0.3246, 0.2704, 0.3237, 0.2245

***

7.
ORCA calculation (ωB97M-V/def2-TZVPD) on a cluster of 2 separate species, C3H10N3 in total at a distorted geometry.

CARTESIAN COORDINATES (ANGSTROEM)
1 C -2.357 -0.038 -0.242
2 C 1.894 0.719 -0.864
3 C 1.387 -0.942 0.890
4 N -2.058 0.486 0.929
5 N -1.340 -0.302 -0.962
6 N 0.999 0.185 0.070
7 H -3.374 -0.045 -0.547
8 H 1.253 0.706 -1.753
9 H 1.716 1.807 -0.851
10 H 3.000 0.311 -1.029
11 H 1.914 -0.705 1.839
12 H 0.433 -1.376 1.159
13 H 2.077 -1.524 0.297
14 H -2.887 0.772 1.426
15 H -1.452 -0.602 -1.913
16 H -1.206 0.548 1.552

Forces on atoms 1 to 2 (eV/Å):
3.5 0.6 -0.5
0.6 -0.8 -0.2

The calculation puts the maximum force at 4.4 eV/Å. As for the LUMO energy (spin up / spin down): -0.23501 / -0.26386 hartree. The value obtained for the relative energy (zero: lowest compared OMol25 entry of this formula, charge and spin) is 597.7 kJ/mol. As for the HOMO energy (spin up / spin down): -13.70 / -13.51 eV. The gap between HOMO and LUMO (spin up / spin down) is 7.3 / 6.3 eV. The total charge is +1.

Computed Mulliken charges, given in elementary charges: 0.0583, -0.7307, -0.7722, -0.3149, -0.3855, 0.0175, 0.3643, 0.3590, 0.3775, 0.3464, 0.3398, 0.2842, 0.4229, 0.2177, 0.1968, 0.2188

***

Q: maximum force of number 6 (C3H10N3)?
A: 2.5 eV/Å

***

Q: Which value of maximum force does entry 6 give?
A: 2.5 eV/Å

***

Q: Which value of relative energy (zero: lowest compared OMol25 entry of this formula, charge and spin) does entry 4 give?
A: 442.7 kJ/mol

***

Q: Among the records above, which one has the highest maximum force?
A: number 4